(1)
{"formula": "C38H57As2CsN6S3Si2", "method": "the ωB97M-V functional and the def2-TZVPD basis", "orbital_gap_ev": 3.0309, "fmax_ha_per_bohr": 0.020, "e_above_lowest_kcal_mol": 25.9, "total_charge": -2, "multiplicity": 1, "lumo_energy_ev": 3.73, "homo_ev": 0.702, "symbols": ["Cs", "C", "C", "N", "N", "C", "N", "S", "C", "C", "C", "C", "C", "N", "H", "H", "H", "H", "H", "H", "H", "H", "H", "H", "S", "C", "C", "C", "C", "C", "C", "As", "C", "C", "C", "C", "C", "C", "C", "C", "C", "C", "C", "C", "H", "H", "H", "H", "H", "H", "H", "H", "H", "H", "H", "H", "H", "H", "C", "Si", "C", "C", "As", "Si", "C", "C", "C", "H", "H", "H", "H", "H", "H", "H", "H", "H", "H", "H", "H", "H", "H", "H", "H", "H", "H", "C", "C", "N", "C", "S", "N", "C", "C", "H", "H", "H", "H", "H", "H", "H", "H", "H", "H", "H", "H", "C", "H", "H", "H"], "coordinates": [[1.495321, 0.125142, 1.227034], [-0.731611, 2.702002, 5.131452], [-0.077855, 2.307238, 3.838758], [-0.208273, 0.986127, 3.380140], [-0.979746, 0.190824, 4.125208], [-1.083161, -1.121718, 4.018904], [-2.031220, -1.675876, 4.953611], [-0.190115, -2.105238, 2.939837], [0.641259, 3.192424, 3.069389], [1.034092, 4.532171, 3.493670], [1.623409, 5.388889, 2.623337], [1.898700, 4.996441, 1.284092], [1.619469, 3.673190, 0.979926], [1.052824, 2.783065, 1.778356], [-1.832090, 2.669566, 5.068511], [-0.472191, 3.716636, 5.421570], [-0.452321, 2.043830, 5.967705], [-1.554260, 0.580437, 4.872437], [-2.951062, -1.729590, 4.523391], [-1.746751, -2.637552, 5.116256], [0.879183, 4.849326, 4.517635], [1.913210, 6.379342, 2.967441], [2.374702, 5.653987, 0.570535], [1.875931, 3.294677, -0.016396], [3.551262, -1.695729, -0.251646], [4.951496, -0.986337, -0.993047], [6.268698, -1.276511, -0.597614], [7.351995, -0.666740, -1.200103], [7.170256, 0.259771, -2.221866], [5.878268, 0.563924, -2.631856], [4.783830, -0.052101, -2.041135], [2.918267, 0.398410, -2.392109], [2.360735, -1.083393, -3.559249], [3.001480, -2.315937, -3.597807], [2.549832, -3.314867, -4.450468], [1.454936, -3.095539, -5.274340], [0.806457, -1.868575, -5.237735], [1.255206, -0.874226, -4.380537], [3.238131, 1.651825, -3.903949], [3.728995, 1.268078, -5.152153], [3.958397, 2.206017, -6.146652], [3.700093, 3.550888, -5.909624], [3.210124, 3.947055, -4.674711], [2.980383, 3.000350, -3.682636], [6.414997, -1.988819, 0.205035], [8.355100, -0.911325, -0.866417], [8.020529, 0.745644, -2.686594], [5.729341, 1.294467, -3.419027], [3.845324, -2.497427, -2.944797], [3.056646, -4.272961, -4.465135], [1.103614, -3.877162, -5.936657], [-0.049338, -1.684388, -5.876332], [0.741621, 0.082675, -4.359204], [3.935725, 0.220320, -5.346318], [4.339847, 1.888553, -7.110226], [3.876739, 4.284746, -6.687063], [2.998480, 4.991445, -4.481937], [2.584491, 3.316466, -2.723066], [-2.489631, -1.814240, -4.540783], [-3.545251, -2.519408, -3.155876], [-3.214936, -4.371540, -3.064443], [-5.345258, -2.256298, -3.652902], [-3.000955, -1.298718, -1.238260], [-4.087678, -2.549813, 0.438467], [-4.326260, -1.336884, 1.844890], [-3.157741, -4.061895, 1.022204], [-5.802656, -3.113484, -0.120241], [-2.617210, -2.385623, -5.463334], [-1.431314, -1.833942, -4.273393], [-2.758983, -0.774741, -4.731839], [-3.552683, -4.846037, -3.989196], [-3.732431, -4.844011, -2.229226], [-2.149044, -4.570836, -2.951302], [-5.486982, -2.635988, -4.667525], [-5.591615, -1.193674, -3.655795], [-6.049958, -2.764718, -2.998207], [-3.353577, -0.991643, 2.200247], [-4.877235, -1.778710, 2.678798], [-4.875560, -0.461252, 1.496955], [-2.171692, -3.792895, 1.408118], [-3.043752, -4.800291, 0.226298], [-3.720929, -4.522961, 1.838189], [-6.397316, -2.295259, -0.527565], [-6.334901, -3.520628, 0.742142], [-5.741177, -3.896900, -0.876484], [-2.279685, 5.192197, 2.212578], [-2.351210, 3.852287, 1.509585], [-2.397880, 4.043439, 0.056501], [-2.865132, 3.108252, -0.797824], [-2.285707, 2.941336, -2.356368], [-3.859976, 2.281380, -0.318465], [-5.100556, 2.860658, 0.187410], [-6.143651, 2.993672, -0.915602], [-2.241237, 5.039004, 3.289548], [-3.143947, 5.814636, 1.968990], [-1.371591, 5.724069, 1.931432], [-3.226474, 3.293234, 1.826312], [-1.478240, 3.241576, 1.758472], [-1.594229, 4.531160, -0.318862], [-4.015939, 1.518568, -0.969995], [-4.880444, 3.840058, 0.609667], [-5.482350, 2.236816, 1.000711], [-5.735903, 3.558880, -1.753233], [-7.037156, 3.501200, -0.547646], [-6.438766, 2.010709, -1.286819], [-1.150343, -1.962943, -1.005338], [-0.520665, -1.520868, -1.777723], [-1.088580, -3.048122, -1.064078], [-0.774466, -1.645785, -0.030002]], "forces_ev_per_angstrom": [[0.0, -0.2, -0.2], [0.1, 0.0, 0.0], [0.0, 0.0, 0.0], [-0.2, 0.0, -0.1], [0.0, -0.2, 0.2], [-0.1, 0.2, 0.0], [0.0, 0.0, 0.0], [-0.4, -0.2, 0.2], [-0.1, 0.0, 0.1], [-0.1, 0.0, 0.0], [0.0, 0.1, 0.1], [0.0, 0.1, -0.1], [-0.2, 0.0, 0.0], [-0.1, 0.7, 0.3], [0.0, 0.0, 0.0], [0.0, 0.0, 0.0], [0.0, 0.0, 0.0], [0.1, 0.0, 0.0], [0.0, 0.0, 0.0], [0.0, 0.1, 0.0], [0.0, 0.0, 0.0], [0.0, 0.0, 0.0], [0.0, 0.0, 0.0], [0.0, 0.0, 0.1], [0.7, -0.6, -0.4], [-0.1, 0.0, -0.1], [0.0, -0.1, 0.0], [0.1, 0.0, 0.0], [0.0, 0.0, 0.0], [0.0, 0.0, -0.1], [-0.1, 0.0, 0.1], [0.0, 0.1, -0.2], [0.0, 0.1, 0.0], [0.1, 0.0, 0.0], [0.0, 0.0, 0.0], [0.0, 0.0, 0.0], [0.1, 0.0, -0.1], [0.0, 0.0, 0.0], [0.0, 0.0, 0.1], [0.0, -0.1, 0.0], [0.0, 0.0, 0.0], [0.0, 0.0, 0.0], [0.0, 0.0, 0.0], [0.0, 0.0, 0.0], [0.0, 0.0, 0.0], [0.0, 0.0, 0.0], [0.0, 0.0, 0.0], [0.0, 0.0, 0.0], [0.0, 0.0, 0.0], [0.0, 0.0, 0.0], [0.0, 0.0, 0.0], [0.1, 0.0, 0.0], [0.0, 0.0, 0.0], [0.0, 0.0, 0.0], [0.0, 0.0, 0.0], [0.0, 0.0, 0.0], [0.0, 0.0, 0.0], [0.0, 0.0, 0.0], [0.0, 0.0, 0.2], [0.1, 0.0, -0.2], [0.0, 0.1, 0.0], [0.1, 0.0, 0.0], [-0.1, 0.0, 0.0], [0.0, 0.0, 0.0], [0.0, 0.0, 0.0], [0.0, 0.1, 0.0], [0.1, 0.0, 0.0], [0.0, 0.0, -0.1], [-0.2, 0.0, 0.0], [0.0, 0.1, 0.0], [0.0, 0.0, 0.0], [-0.1, 0.0, 0.0], [0.1, 0.0, 0.0], [0.0, 0.0, 0.0], [0.0, 0.1, 0.0], [0.0, -0.1, 0.1], [0.1, 0.0, 0.1], [0.0, 0.0, 0.1], [0.0, 0.1, 0.0], [0.0, 0.0, 0.0], [0.0, 0.0, 0.0], [0.0, 0.0, 0.0], [0.0, 0.1, 0.0], [0.0, 0.0, 0.0], [0.0, 0.0, 0.0], [0.0, 0.0, 0.0], [0.2, -0.1, 0.1], [-0.1, -0.2, -0.2], [0.0, 0.0, 0.1], [0.1, 0.0, 0.0], [0.0, 0.0, -0.2], [0.0, 0.0, 0.1], [0.0, 0.0, 0.0], [0.0, 0.0, 0.1], [-0.1, 0.0, 0.0], [0.1, 0.0, 0.0], [0.0, 0.0, 0.0], [0.0, 0.0, 0.1], [-0.1, 0.0, 0.0], [0.1, 0.1, 0.1], [0.0, 0.0, 0.0], [0.0, 0.0, 0.0], [0.0, 0.0, 0.0], [0.0, 0.0, 0.0], [0.0, 0.0, 0.0], [0.1, 0.1, 0.0], [0.0, 0.0, 0.0], [0.0, 0.0, 0.0], [-0.2, -0.1, 0.0]]}

---

(2)
{"formula": "C38H57Br2CaClF8KN7NaO13PS", "method": "the ωB97M-V functional and the def2-TZVPD basis", "orbital_gap_ev": 1.7536, "fmax_ha_per_bohr": 0.205, "total_charge": 0, "multiplicity": 1, "lumo_energy_ev": -3.04, "homo_ev": -4.798, "symbols": ["C", "C", "C", "C", "C", "O", "Cl", "O", "C", "C", "C", "F", "C", "O", "C", "C", "C", "C", "N", "C", "C", "C", "C", "C", "N", "C", "C", "F", "P", "N", "O", "O", "S", "O", "O", "C", "F", "F", "C", "F", "F", "F", "H", "H", "H", "H", "H", "H", "H", "H", "H", "H", "H", "H", "H", "H", "H", "H", "H", "H", "H", "H", "H", "H", "H", "H", "H", "H", "C", "O", "O", "O", "Na", "C", "C", "C", "N", "C", "C", "C", "C", "C", "C", "H", "H", "H", "H", "H", "H", "H", "H", "H", "H", "H", "H", "H", "H", "H", "H", "H", "H", "H", "H", "C", "C", "N", "C", "C", "N", "C", "C", "H", "H", "H", "H", "H", "H", "H", "H", "H", "H", "H", "Br", "N", "O", "O", "O", "K", "Ca", "Br", "F"], "coordinates": [[-4.758484, -1.837138, 2.086861], [-3.558682, -1.281288, 2.118084], [-2.098349, -0.554830, 2.161380], [-1.242715, -1.397571, 3.224175], [-1.280000, -0.652376, 4.703800], [-0.203920, -0.345217, 5.362385], [-2.969900, -0.344061, 5.357099], [-1.656568, -0.502704, 0.815264], [-0.345038, 0.156407, 0.609580], [-0.250576, 1.556556, 1.332509], [0.478219, 1.455083, 2.805922], [0.406343, 2.676418, 0.711592], [-0.056896, -0.041437, -0.936581], [0.246223, -1.333416, -1.431473], [1.108565, -2.256745, -0.783295], [1.483833, -3.301911, -2.006263], [2.183007, -4.655808, -1.554358], [3.818059, -4.723255, -1.626202], [1.609403, -5.789293, -1.168770], [0.155426, -3.195699, 0.184379], [-1.173410, -3.715421, -0.552746], [-2.183220, -4.677167, 0.206270], [-1.751857, -5.035102, 1.702150], [-0.404983, -4.414562, 2.221908], [0.492925, -3.528613, 1.543369], [2.469982, -1.794495, -0.098229], [3.699967, -1.368007, -1.072216], [3.119996, -2.827960, 0.753468], [1.155603, 1.106921, -1.832819], [2.473003, 1.529875, -1.029899], [0.467661, 2.625581, -2.320413], [1.679247, 0.326425, -3.292672], [-1.726421, 0.236974, -1.849279], [-1.308488, 0.475181, -3.313217], [-2.512858, -1.074356, -1.979692], [-2.740130, 1.678513, -1.357905], [-3.320227, 2.181121, -2.602586], [-2.060639, 2.836553, -0.834395], [-4.017475, 1.459125, -0.399713], [-5.017987, 2.423499, -0.842243], [-4.656161, 0.206339, -0.468929], [-3.786895, 1.832022, 0.981552], [-5.602563, -2.587967, 1.867629], [-2.354953, 0.464809, 2.670820], [-1.798903, -2.405434, 3.420477], [-0.125364, -1.549498, 2.987886], [0.376572, -0.557529, 1.188918], [-1.309200, 1.979305, 1.587656], [-0.309451, 1.702067, 3.633294], [1.025771, 0.463839, 2.967266], [1.298892, 2.293297, 2.910219], [0.536070, -3.589035, -2.622334], [2.161315, -2.803672, -2.808476], [4.141718, -3.861891, -2.312188], [4.156052, -5.708617, -2.116118], [4.300892, -4.627942, -0.590623], [0.589079, -5.617387, -1.211615], [-1.428819, -3.482879, -1.641314], [-3.126579, -5.094908, -0.295517], [-2.395014, -5.720096, 2.363122], [-0.122378, -4.708873, 3.313024], [2.379407, -0.901070, 0.646562], [4.581529, -2.127267, -1.040555], [4.172533, -0.376627, -0.687165], [3.430247, -1.190904, -2.167052], [2.389714, 1.102680, -0.093195], [1.064300, 3.360040, -2.044837], [2.580706, 0.669826, -3.525064], [-4.478037, 3.124322, 5.405776], [-3.435088, 2.584752, 4.988165], [-5.535654, 2.503229, 5.711903], [-4.628362, 4.369519, 5.580054], [0.842814, -2.399051, 4.562236], [7.702406, 1.899881, -6.870557], [7.361566, 2.280412, -5.437523], [7.908893, 1.373992, -4.334609], [7.362232, -0.069034, -4.265698], [7.712527, -0.577819, -2.852496], [7.422002, -2.057687, -2.666299], [8.109565, -2.908072, -3.719062], [7.754295, -2.429183, -5.115608], [8.058551, -0.949560, -5.305266], [5.856929, -0.066792, -4.451850], [7.057150, 1.099627, -7.238808], [7.541594, 2.757020, -7.530218], [8.747435, 1.594148, -6.967594], [6.280282, 2.412539, -5.337692], [7.789783, 3.273773, -5.259390], [7.658042, 1.836555, -3.374453], [8.999183, 1.302508, -4.391306], [8.779598, -0.382445, -2.702629], [7.140390, 0.021003, -2.137773], [7.766883, -2.365529, -1.674280], [6.343624, -2.243976, -2.681843], [7.821500, -3.956371, -3.599784], [9.196091, -2.859201, -3.578897], [6.697971, -2.630806, -5.321860], [8.323934, -3.006643, -5.850680], [7.727760, -0.637641, -6.294129], [9.133813, -0.768648, -5.214531], [5.630104, 0.216194, -5.480325], [5.425907, 0.646488, -3.746276], [5.461158, -1.063270, -4.261724], [-9.572909, 4.674015, 1.653800], [-8.392107, 4.651782, 2.603386], [-8.611137, 5.386411, 3.857454], [-7.676674, 5.479518, 4.873854], [-8.218389, 6.265439, 5.842011], [-9.473710, 6.631861, 5.399415], [-9.702703, 6.075696, 4.205176], [-10.420446, 7.492989, 6.097829], [-9.838341, 5.698955, 1.379251], [-9.331540, 4.130303, 0.738427], [-10.450012, 4.204691, 2.108038], [-7.519374, 5.095047, 2.115658], [-8.146226, 3.618606, 2.864754], [-6.728161, 4.970531, 4.768798], [-7.866822, 6.617883, 6.796260], [-10.611374, 6.183528, 3.630623], [-11.331722, 6.928150, 6.300235], [-10.650556, 8.351976, 5.464737], [-9.990943, 7.840847, 7.037566], [-2.290327, -1.450634, 7.679340], [-5.726587, -6.218926, -0.518322], [-5.279134, -6.085878, -1.673889], [-5.089242, -5.755538, 0.453939], [-6.803840, -6.809482, -0.331259], [-0.587498, 3.371632, 4.315578], [-0.354388, -3.175672, 8.092374], [-4.049884, -4.279921, 2.271434], [4.448243, -1.184298, 1.460321]], "forces_ev_per_angstrom": [[6.4, 2.6, -0.4], [-4.8, -1.2, -0.5], [-3.9, -0.9, 1.8], [-0.1, -0.1, 2.1], [1.5, 0.9, 1.2], [-4.7, -1.6, -3.0], [2.6, 0.7, -3.6], [1.3, 1.6, 0.2], [1.1, -2.2, 1.3], [-0.6, 2.0, 2.5], [0.2, 0.4, -0.2], [-0.8, -1.8, 0.0], [-0.6, 0.1, -0.2], [0.0, 2.2, 0.6], [0.5, -4.8, 1.0], [-0.2, -0.2, -1.2], [1.0, -2.4, 0.9], [-0.8, 0.2, -0.6], [0.7, 3.9, -1.5], [-2.5, -1.3, 0.7], [-0.2, -2.2, 3.8], [4.9, 1.9, 1.0], [2.9, 2.0, -2.6], [-2.1, -0.5, -1.7], [-3.4, -1.0, -2.5], [2.9, 0.9, 1.3], [1.0, 0.8, -0.1], [-3.2, 0.6, -2.5], [3.6, 3.4, -2.0], [-2.1, -1.3, 0.1], [0.4, -2.6, 0.2], [-1.1, 1.4, 1.8], [-0.6, -6.5, -8.2], [-0.1, 1.2, 4.8], [1.6, 4.4, 2.5], [-2.3, 4.8, -0.7], [1.8, -1.9, 3.1], [-1.1, -3.2, -0.9], [-3.7, 0.5, 1.5], [2.7, -2.4, 1.2], [2.4, 3.6, 0.2], [-0.1, -1.4, -3.9], [1.3, 2.0, 0.5], [0.7, -1.4, -1.2], [1.1, 1.5, -0.6], [-2.0, 0.4, -0.4], [-0.8, 1.3, -1.4], [1.6, -1.1, -1.0], [2.0, -3.2, -2.6], [-1.0, 1.5, -0.1], [-1.4, -1.6, -0.6], [1.4, 0.6, 1.5], [-1.0, -0.6, 1.6], [-0.2, -1.2, 1.1], [-0.8, 1.4, 0.8], [-0.9, 0.0, -1.6], [0.3, -0.3, 0.3], [0.6, -0.1, 1.9], [1.3, 0.6, 1.0], [1.7, 0.6, -1.3], [-0.4, 0.6, -2.0], [0.0, -1.7, -1.2], [-2.0, 1.1, 0.3], [-1.1, -2.0, -0.5], [-0.1, -0.4, 1.3], [0.7, 0.4, -0.4], [-0.3, -1.2, 0.2], [-1.2, -0.2, 0.9], [-2.0, 0.8, 0.7], [2.5, -0.7, -0.9], [-0.7, -1.9, -0.1], [0.9, 2.3, -0.4], [0.5, -0.3, -0.1], [-0.1, 0.0, -0.2], [0.0, 0.0, -0.1], [-0.4, 0.0, 0.0], [0.2, 0.3, 0.2], [-0.1, -0.2, -0.1], [-0.1, -0.2, 0.0], [0.1, -0.2, 0.0], [-0.1, -0.2, 0.1], [-0.3, -0.2, 0.1], [0.5, -0.1, 0.0], [0.1, 0.0, -0.1], [0.0, -0.1, 0.1], [-0.1, 0.0, 0.0], [0.1, 0.0, 0.1], [0.0, -0.2, 0.3], [0.0, -0.3, -0.1], [-0.2, -0.2, 0.0], [-0.1, 0.1, -0.2], [0.1, 0.0, -0.2], [-0.1, 0.3, 0.0], [0.1, 0.1, 0.1], [0.0, 0.1, 0.0], [0.0, 0.0, 0.0], [0.1, 0.0, 0.0], [-0.1, 0.3, -0.1], [0.1, 0.2, 0.2], [-0.2, 0.1, 0.1], [0.1, 0.0, 0.1], [0.1, -0.1, 0.0], [0.1, 0.1, 0.1], [-0.3, 0.3, 0.3], [0.3, -0.4, -0.4], [-0.5, 0.3, 0.4], [0.0, -0.1, -0.4], [-0.2, 0.0, -0.3], [-0.1, -0.2, -0.2], [0.5, 0.0, 0.1], [-0.2, 0.0, -0.1], [0.0, -0.1, -0.1], [0.1, 0.0, 0.2], [0.1, 0.0, -0.1], [0.0, -0.1, 0.2], [0.1, 0.2, 0.1], [0.4, -0.1, 0.5], [0.2, -0.2, -0.1], [0.2, 0.0, 0.1], [0.1, 0.1, 0.1], [0.0, 0.0, 0.2], [0.0, -0.1, -0.2], [0.9, -1.5, 2.7], [-0.5, -0.5, -0.5], [0.3, 0.1, -0.1], [-0.2, -0.4, -0.5], [0.0, 0.1, 0.1], [-1.8, 2.6, 1.7], [-0.4, 0.2, 0.0], [-0.5, 0.4, 2.1], [0.6, 1.4, 0.6]]}